(1)
{
  "formula": "C38H40N4OsPSi",
  "method": "wB97M-V/def2-TZVPD",
  "energy_ha": -2411.7808,
  "e_above_lowest_kcal_mol": 0.0,
  "total_charge": 3,
  "symbols": ["Os", "N", "C", "C", "C", "C", "C", "C", "C", "C", "N", "C", "H", "H", "H", "H", "H", "H", "H", "H", "N", "C", "C", "C", "C", "C", "C", "P", "C", "C", "C", "C", "C", "C", "C", "C", "C", "C", "C", "C", "H", "H", "H", "H", "H", "H", "H", "H", "H", "H", "H", "H", "H", "H", "H", "H", "C", "Si", "C", "C", "C", "H", "H", "H", "H", "H", "H", "H", "H", "H", "H", "H", "N", "C", "C", "C", "C", "C", "C", "C", "H", "H", "H", "H", "H"],
  "xyz": [[0.016, 0.748, -0.460], [1.720, 1.558, -1.359], [2.199, 0.670, -2.430], [3.136, 1.033, -3.351], [3.554, 0.097, -4.323], [3.037, -1.168, -4.344], [2.057, -1.561, -3.400], [1.458, -2.840, -3.363], [0.508, -3.117, -2.418], [0.130, -2.119, -1.510], [0.667, -0.911, -1.510], [1.636, -0.622, -2.441], [1.504, 2.477, -1.742], [2.485, 1.716, -0.701], [3.570, 2.026, -3.342], [4.300, 0.392, -5.047], [3.365, -1.883, -5.086], [1.753, -3.589, -4.088], [0.036, -4.087, -2.361], [-0.624, -2.313, -0.756], [1.336, 0.093, 1.219], [1.154, -0.624, 2.485], [2.127, -1.546, 2.826], [2.091, -2.199, 4.052], [1.089, -1.907, 4.959], [0.103, -0.994, 4.618], [0.104, -0.359, 3.376], [-1.334, 0.616, 2.910], [-0.695, 2.069, 2.070], [-1.224, 2.378, 0.797], [-0.592, 3.359, 0.030], [0.489, 4.080, 0.562], [0.945, 3.811, 1.839], [0.373, 2.779, 2.590], [-2.336, 1.046, 4.311], [-2.383, 2.354, 4.793], [-3.211, 2.657, 5.863], [-3.986, 1.664, 6.445], [-3.945, 0.360, 5.963], [-3.125, 0.047, 4.894], [2.040, -0.441, 0.712], [1.769, 0.990, 1.451], [2.945, -1.747, 2.142], [2.862, -2.916, 4.298], [1.069, -2.385, 5.928], [-0.678, -0.768, 5.332], [-2.194, 1.994, 0.497], [-1.010, 3.635, -0.929], [0.932, 4.884, -0.013], [1.756, 4.392, 2.259], [0.776, 2.531, 3.567], [-1.791, 3.138, 4.340], [-3.255, 3.670, 6.239], [-4.631, 1.906, 7.280], [-4.554, -0.408, 6.419], [-3.110, -0.969, 4.514], [-5.162, -1.290, 1.564], [-4.106, 0.192, 1.204], [-3.993, 0.525, -0.647], [-4.659, 1.721, 2.108], [-2.295, -0.332, 1.734], [-6.138, -1.173, 1.087], [-5.340, -1.419, 2.633], [-4.720, -2.211, 1.180], [-4.794, 0.001, -1.170], [-3.051, 0.173, -1.082], [-4.101, 1.585, -0.887], [-5.609, 2.044, 1.675], [-3.965, 2.560, 2.013], [-4.831, 1.544, 3.171], [-1.671, -0.475, 0.832], [-2.350, -1.329, 2.187], [-1.053, 1.220, -2.116], [-1.682, 1.454, -3.053], [-2.452, 1.748, -4.211], [-2.594, 3.076, -4.630], [-3.349, 3.343, -5.756], [-3.955, 2.301, -6.450], [-3.811, 0.984, -6.029], [-3.059, 0.696, -4.907], [-2.117, 3.878, -4.083], [-3.467, 4.362, -6.095], [-4.545, 2.519, -7.330], [-4.286, 0.184, -6.580], [-2.936, -0.324, -4.570]],
  "forces_ev_per_a": [[0.1254, -0.3490, 0.3172], [-0.1451, -0.1318, -0.1486], [-0.0678, -0.1364, 0.0420], [-0.0196, -0.0231, 0.0566], [0.0305, 0.0012, -0.0187], [-0.0113, -0.0090, -0.0110], [0.0092, 0.0743, 0.0700], [-0.0122, -0.0189, -0.0144], [0.0234, -0.0207, -0.0082], [0.0987, -0.0068, 0.0591], [-0.0639, 0.1909, -0.0941], [0.0149, 0.0894, 0.0510], [0.0177, -0.0363, -0.0655], [-0.0320, 0.0539, 0.0070], [-0.0001, 0.0054, -0.0001], [-0.0036, -0.0035, -0.0105], [0.0066, -0.0007, -0.0025], [0.0095, -0.0089, 0.0060], [-0.0069, -0.0023, 0.0042], [-0.0355, 0.0161, -0.0363], [-0.0186, 0.3615, -0.4193], [-0.0611, -0.1271, 0.0123], [-0.0102, 0.0249, 0.0170], [-0.0018, -0.0015, -0.0092], [-0.0044, 0.0132, 0.0105], [-0.0223, 0.0122, 0.0478], [-0.0581, 0.0227, -0.0910], [0.0430, 0.0717, 0.0613], [-0.0315, 0.0722, 0.1109], [-0.0630, 0.0222, -0.0087], [0.1090, -0.1180, -0.0135], [0.0337, -0.0143, 0.1030], [0.0347, 0.0437, -0.0869], [-0.0724, -0.0394, -0.0540], [0.0062, -0.0833, 0.0508], [0.0518, -0.0354, 0.0195], [0.0012, 0.0019, -0.0156], [-0.0082, -0.0044, 0.0069], [-0.0010, -0.0015, -0.0052], [-0.0102, 0.0091, -0.0383], [0.0677, 0.0318, 0.0660], [0.0863, -0.0792, 0.1480], [-0.0008, 0.0031, -0.0077], [0.0019, -0.0015, 0.0027], [-0.0022, -0.0011, 0.0020], [-0.0144, -0.0158, -0.0048], [0.0853, 0.0523, -0.0549], [-0.0106, 0.0251, 0.0132], [0.0083, 0.0035, -0.0006], [-0.0073, 0.0129, 0.0002], [-0.0071, 0.0061, 0.0006], [0.0135, 0.0124, -0.0136], [0.0047, 0.0045, 0.0032], [-0.0023, 0.0023, 0.0022], [-0.0035, -0.0053, -0.0003], [0.0121, -0.0131, 0.0196], [0.0000, 0.0131, 0.0420], [-0.1050, -0.0105, -0.1007], [0.1032, -0.0970, 0.0293], [-0.0153, -0.0039, 0.0310], [0.0767, 0.0433, 0.0979], [-0.0104, 0.0056, 0.0126], [0.0301, 0.0033, 0.0041], [-0.0098, -0.0028, -0.0261], [-0.0587, 0.0050, 0.0330], [-0.1547, -0.0093, 0.0651], [0.0231, 0.0162, 0.0065], [-0.0084, 0.0036, -0.0194], [-0.0223, 0.0077, -0.0014], [-0.0041, -0.0022, -0.0339], [0.0683, -0.0753, -0.0943], [-0.0611, -0.0277, -0.0708], [-0.0744, 0.1923, -0.0686], [0.2263, 0.0252, 0.0718], [-0.0835, -0.0630, -0.0381], [-0.0080, -0.0380, -0.0125], [0.0079, 0.0140, 0.0035], [-0.0031, -0.0117, 0.0015], [-0.0032, 0.0179, -0.0084], [0.0120, 0.0363, -0.0047], [-0.0013, 0.0082, 0.0033], [-0.0068, 0.0003, -0.0029], [0.0004, 0.0015, -0.0044], [-0.0018, -0.0015, 0.0001], [-0.0023, -0.0031, 0.0073]],
  "lowdin_charge": [1.1318, -0.0005, -0.2069, 0.0238, -0.0151, 0.0234, -0.1236, 0.0494, -0.0049, -0.0790, -0.0818, -0.1664, 0.1176, 0.1269, 0.1355, 0.1305, 0.1380, 0.1428, 0.1280, 0.1210, -0.0192, -0.2528, -0.0044, -0.0147, -0.0223, -0.0375, -0.2365, 1.0549, -0.3292, -0.2199, -0.0968, -0.0452, -0.0248, -0.0733, -0.3405, -0.0584, -0.0300, -0.0183, -0.0335, -0.0975, 0.0930, 0.0971, 0.1279, 0.1312, 0.1302, 0.1097, 0.0686, 0.1144, 0.1275, 0.1314, 0.1358, 0.1080, 0.1257, 0.1284, 0.1263, 0.1177, -0.1604, 0.5125, -0.1704, -0.1525, -0.3012, 0.0533, 0.0421, 0.0461, 0.0510, -0.0050, 0.0470, 0.0586, 0.0367, 0.0354, 0.0137, 0.0754, 0.0379, -0.0566, -0.2195, -0.0155, -0.0363, -0.0198, -0.0368, -0.0149, 0.1196, 0.1239, 0.1267, 0.1233, 0.1221]
}



(2)
{
  "formula": "C4H7Cl",
  "method": "wB97M-V/def2-TZVPD",
  "energy_ha": -616.7516,
  "e_above_lowest_kcal_mol": 16.3,
  "total_charge": 0,
  "smiles": "C[C@@H]1C[C@H]1Cl",
  "symbols": ["C", "C", "C", "C", "H", "H", "H", "H", "H", "H", "H", "Cl"],
  "xyz": [[2.231, -0.632, 0.053], [0.883, -0.123, -0.420], [0.556, 1.322, -0.083], [-0.239, 0.183, 0.544], [3.022, -0.492, -0.591], [2.158, -1.743, 0.113], [2.445, -0.318, 1.055], [0.444, -0.546, -1.317], [-0.032, 1.866, -0.806], [1.107, 2.072, 0.456], [-0.110, -0.179, 1.534], [-1.743, -0.303, -0.059]],
  "forces_ev_per_a": [[-2.6323, -2.5486, 0.9422], [0.8413, 1.1222, 0.6303], [-1.9920, -0.3200, -0.8406], [2.4656, -0.0933, -0.1899], [1.6743, 0.9643, -1.4640], [0.0453, 0.4719, 0.1230], [0.2740, 0.5019, 0.4742], [0.5683, 0.3028, -0.2900], [-0.2190, -0.0984, -0.3604], [0.7293, -0.6164, 0.6065], [0.2372, 0.3221, 0.8638], [-1.9920, -0.0085, -0.4950]],
  "nbo_charge": [-0.6030, -0.2178, -0.4324, -0.2666, 0.2151, 0.2046, 0.2086, 0.2258, 0.2217, 0.2321, 0.2201, -0.0081]
}



The LUMO results, record by record, are as follows: -8.30; 1.17 eV.
The gap between HOMO and LUMO results, record by record, are as follows: 0.28654; 0.39987 hartree.